# 1
{"formula": "C36H40O3P2PtS", "method": "wB97M-V/def2-TZVPD", "s2": 6.039, "homo_ev": [-12.88, -13.26], "gap_ev": [5.583, 3.315], "multiplicity": 5, "e_above_lowest_kj_mol": 622.4, "total_charge": 2, "molar_mass_da": 809.8, "symbols": ["Pt", "C", "C", "C", "C", "C", "C", "C", "C", "C", "H", "H", "H", "H", "H", "H", "H", "H", "H", "H", "H", "H", "H", "H", "H", "P", "P", "C", "C", "C", "C", "C", "C", "C", "C", "C", "C", "C", "C", "C", "C", "C", "C", "C", "C", "C", "C", "C", "C", "C", "C", "C", "C", "H", "H", "H", "H", "H", "H", "H", "H", "H", "H", "H", "H", "H", "H", "H", "H", "H", "H", "H", "H", "H", "H", "C", "S", "O", "O", "O", "H", "H", "H"], "xyz": [[-2.887439, 0.192411, -0.507220], [-4.754827, 2.019328, -2.429600], [-4.367373, 2.754815, -1.291708], [-5.611673, 3.131958, -0.401984], [-6.297715, 1.901663, 0.220225], [-5.461958, 0.655638, 0.278351], [-5.007105, -0.061021, -0.783398], [-5.792260, -0.148363, -2.083865], [-5.983452, 1.267652, -2.661122], [-0.965995, -0.992336, 0.408937], [-4.120903, 2.051307, -3.290391], [-3.812354, 3.767623, -1.421657], [-6.360642, 3.642678, -1.040004], [-5.343721, 3.868235, 0.371149], [-6.601928, 2.183717, 1.231561], [-7.238860, 1.747025, -0.345564], [-5.380364, 0.242824, 1.288502], [-4.285032, -0.928548, -0.760483], [-6.783406, -0.611030, -1.975955], [-5.189994, -0.748444, -2.782344], [-6.096528, 1.167888, -3.746755], [-6.899233, 1.737907, -2.288009], [-0.308981, -1.234009, -0.461787], [-1.071328, -1.879643, 1.049759], [-0.331016, -0.359639, 1.026625], [-2.468265, 2.438906, -0.577868], [-2.828556, -0.348189, 1.856544], [-3.171609, 2.500267, 1.162974], [-3.362958, 1.452076, 2.045306], [-1.381150, 3.971729, -0.428066], [-1.885571, 5.172816, 0.076729], [-1.099866, 6.342323, -0.022823], [0.207401, 6.300058, -0.533310], [0.741718, 5.075047, -0.901134], [-0.023653, 3.924022, -0.769014], [-1.893810, 2.177984, -2.568393], [-1.976715, 0.883005, -3.081061], [-2.248046, 0.678854, -4.452832], [-2.245447, 1.786477, -5.315781], [-2.023019, 3.072996, -4.822147], [-1.854738, 3.271999, -3.441348], [-2.069207, -0.738825, 3.476574], [-1.095822, 0.158748, 3.957782], [-0.637341, 0.047255, 5.259976], [-1.117823, -0.960745, 6.095805], [-1.974459, -1.932592, 5.581210], [-2.406746, -1.851559, 4.266770], [-3.720133, -1.979590, 1.411174], [-3.292782, -2.724389, 0.299638], [-3.986538, -3.813359, -0.189275], [-5.180066, -4.161740, 0.415870], [-5.642651, -3.454344, 1.514908], [-4.913732, -2.381793, 2.025374], [-3.639140, 3.466968, 1.449319], [-3.819812, 1.683528, 3.035367], [-2.905632, 5.256392, 0.463660], [-1.511214, 7.303877, 0.289434], [0.823702, 7.195867, -0.611508], [1.753010, 4.964052, -1.280780], [0.358290, 2.947467, -1.021665], [-2.013540, -0.006285, -2.407457], [-2.480013, -0.321492, -4.841224], [-2.429173, 1.641713, -6.387855], [-1.984979, 3.929658, -5.504411], [-1.776825, 4.302520, -3.064097], [-0.736071, 0.974626, 3.339401], [0.072676, 0.756459, 5.673015], [-0.819426, -1.039226, 7.135724], [-2.345436, -2.749033, 6.197529], [-3.048864, -2.622071, 3.848049], [-2.433854, -2.427610, -0.297842], [-3.603674, -4.289552, -1.084256], [-5.745796, -4.978756, -0.002394], [-6.613790, -3.694268, 1.937576], [-5.260952, -1.862201, 2.919446], [2.806292, 1.489955, -1.863362], [1.665661, 0.559413, -0.830454], [1.824134, -0.838913, -1.235119], [1.910474, 0.911894, 0.578779], [0.361522, 1.065987, -1.324863], [3.718919, 0.909566, -2.034559], [3.025884, 2.432753, -1.352681], [2.255945, 1.712616, -2.793819]], "atomic_forces_ev_per_a": [[3.2563, -0.6403, -0.0666], [0.8235, 0.7425, -1.6313], [0.2254, 3.5377, 1.2835], [1.0684, -0.1192, -0.1782], [-0.8130, -0.0022, 0.2051], [-0.8810, -0.3661, 1.0994], [-1.4131, -1.2132, -0.9891], [0.7415, 0.8359, -0.4991], [-0.6023, -0.4138, -0.6446], [1.1266, -0.4585, 1.8941], [0.2321, 0.0582, -0.1897], [-1.4789, -0.7737, -1.0240], [0.6679, -0.2058, 0.0938], [-0.0624, -0.3760, -0.2308], [-0.0054, -0.2992, -0.0602], [0.4466, -0.3224, 0.3889], [0.6108, 0.2517, -0.3742], [-1.7200, -1.1520, 0.8225], [0.4411, -0.2364, 0.4296], [-0.3481, 0.1118, 0.0654], [-0.2190, 0.0736, 0.1930], [0.1881, -0.0754, -0.0219], [-1.2551, 0.4031, -0.4136], [-0.2757, 0.0625, -0.5259], [-0.1665, 0.7931, -0.1708], [-0.4386, 0.6473, 1.2126], [0.4182, -0.7503, -0.0194], [-0.4644, -1.1767, 1.5136], [-0.0800, 0.9247, 0.1463], [0.2644, -0.2487, 0.5778], [-0.3197, 0.8206, -0.6592], [0.0040, -0.2505, 0.0734], [-0.3553, -0.0851, 0.1384], [-0.0226, -0.3539, 0.4056], [-0.6610, -0.4824, -0.8205], [0.3182, 0.0964, -0.8524], [-0.3511, -0.8215, -0.8578], [0.0568, 0.1064, 1.0205], [-0.0021, -0.0764, -0.1887], [-0.0996, 0.1900, 0.5461], [0.1717, 0.7916, -0.5680], [0.9480, 0.4908, -0.5695], [-0.4056, 0.2745, 0.1677], [0.0514, -0.0394, 0.3975], [-0.1935, -0.3914, -0.3114], [-0.1085, 0.0384, -0.0749], [-0.5679, 0.0623, -0.6595], [-0.8046, 0.6416, 0.1560], [0.5260, 0.4765, -0.4333], [-0.0694, 0.3766, 0.2308], [-0.0783, -0.2759, -0.2013], [-0.1296, 0.2277, 0.0784], [0.2062, 0.2406, 0.3041], [0.7481, -0.6272, 0.2813], [0.3517, -0.3162, -0.7044], [0.3205, 0.0616, -0.1737], [0.0496, -0.3816, 0.0503], [-0.3645, -0.1248, -0.0012], [-0.0823, 0.1984, 0.1781], [0.2893, 0.0708, -0.2124], [0.5892, 0.3711, -0.6951], [0.2450, 0.4575, 0.2726], [0.2139, 0.0269, 0.4805], [-0.1252, -0.3483, 0.3499], [0.2142, -0.5790, -0.1443], [-0.0310, -0.0084, 0.0027], [-0.0325, -0.0193, -0.2684], [0.1022, 0.1777, -0.1400], [0.2350, 0.1553, -0.0886], [0.0567, 0.0935, 0.2267], [-0.1254, -0.1760, 0.3589], [-0.1436, -0.2278, 0.1769], [-0.2198, -0.0995, 0.0997], [0.2367, -0.0691, 0.1173], [-0.1028, -0.0628, -0.2657], [-0.2023, 0.1825, 0.1166], [1.5438, 0.3137, 0.1528], [-0.4512, 0.4443, 0.7374], [-0.5281, -0.6608, -1.3737], [-1.4621, -0.1980, -0.0489], [-0.2820, 0.2115, 0.0321], [0.0821, -0.2171, -0.0583], [0.4739, -0.3190, 0.3327]]}

=====

# 2
{"formula": "C31H27BF6N7O5SeTeY", "method": "wB97M-V/def2-TZVPD", "homo_ev": -2.49, "gap_ev": 6.594, "e_above_lowest_kj_mol": 36.0, "total_charge": -2, "molar_mass_da": 997.9, "symbols": ["Y", "B", "N", "C", "C", "C", "N", "N", "C", "C", "C", "N", "H", "H", "H", "H", "H", "H", "H", "H", "F", "C", "C", "N", "C", "C", "O", "O", "C", "O", "N", "C", "O", "H", "H", "H", "H", "C", "C", "C", "C", "C", "C", "C", "C", "C", "C", "C", "C", "C", "C", "H", "H", "H", "H", "H", "H", "H", "H", "H", "H", "H", "Se", "C", "C", "C", "N", "C", "C", "H", "H", "H", "H", "F", "Te", "F", "F", "F", "F", "O"], "xyz": [[-0.958351, 0.662237, 0.034322], [-2.289085, 0.585074, 3.378957], [-0.774976, 0.989933, 3.252782], [0.107547, 1.074588, 4.255139], [1.278330, 1.644563, 3.790921], [1.022669, 1.878886, 2.440367], [-0.212771, 1.500311, 2.127033], [-2.622005, -0.716931, 2.539039], [-3.237757, -1.822416, 2.972906], [-3.337343, -2.724494, 1.926214], [-2.724938, -2.069477, 0.857714], [-2.316744, -0.861524, 1.233211], [-2.467459, 0.276544, 4.539135], [-2.978082, 1.497093, 3.012815], [-0.170738, 0.714781, 5.231882], [2.183656, 1.830498, 4.341576], [1.671415, 2.272621, 1.671827], [-3.547081, -1.883044, 4.003502], [-3.768227, -3.710270, 1.943317], [-2.533155, -2.394431, -0.152825], [-5.327180, 2.541742, -5.065780], [-5.784729, 2.014039, -3.922065], [-4.961763, 1.660288, -2.929728], [-5.418009, 1.091736, -1.763699], [-4.428540, 0.828875, -0.715533], [-3.847985, 2.136007, -0.152802], [-4.490155, 3.168787, -0.252910], [-2.681743, 1.998151, 0.358875], [-6.754030, 0.927170, -1.517525], [-7.224870, 0.441485, -0.508734], [-7.576111, 1.309294, -2.574768], [-7.222056, 1.852709, -3.797219], [-8.054665, 2.124899, -4.643103], [-3.889006, 1.803227, -2.990351], [-3.646831, 0.207241, -1.155457], [-4.915134, 0.251447, 0.067454], [-8.561676, 1.173338, -2.414814], [5.579147, -2.942534, -3.049823], [5.482985, -1.601293, -3.401056], [4.363968, -0.864335, -3.044991], [3.326336, -1.449963, -2.318548], [3.423399, -2.801146, -1.984694], [4.541589, -3.539618, -2.346267], [2.133109, -0.680949, -1.918261], [2.166068, 0.534215, -1.358741], [3.393399, 1.256227, -0.937577], [4.337413, 0.600204, -0.152316], [5.476078, 1.269008, 0.272963], [5.671723, 2.597673, -0.080463], [4.719779, 3.259190, -0.845775], [3.576970, 2.596218, -1.268837], [6.454559, -3.517677, -3.328297], [6.279293, -1.126959, -3.962744], [4.279209, 0.176622, -3.334302], [2.623676, -3.250869, -1.407518], [4.605920, -4.585502, -2.069001], [1.168944, -1.170293, -2.016411], [4.149102, -0.427094, 0.136513], [6.202831, 0.754754, 0.890211], [6.560186, 3.121994, 0.252357], [4.863595, 4.299567, -1.112312], [2.820621, 3.099747, -1.857554], [1.092900, -1.470759, 0.939155], [1.176447, -2.293658, 2.636139], [2.395781, -2.838704, 3.067306], [2.496209, -3.463995, 4.294825], [1.485740, -3.609930, 5.158408], [0.323211, -3.096690, 4.746867], [0.120798, -2.454133, 3.538434], [3.271451, -2.765485, 2.433188], [3.454665, -3.874762, 4.603695], [-0.515030, -3.206899, 5.431063], [-0.859649, -2.077359, 3.296589], [1.791054, 1.735671, -4.090928], [0.098905, 1.468214, -3.153158], [-0.782933, 2.270730, -4.654871], [-1.287062, -0.621467, -1.598053], [-1.506136, 1.937066, -2.048905], [0.476552, 3.240670, -2.655461], [1.026778, 1.239322, -1.122525]], "atomic_forces_ev_per_a": [[0.0225, -0.0589, -0.3191], [-0.0033, -0.1557, 0.0401], [0.0281, 0.0909, -0.0902], [-0.1449, -0.1225, 0.0664], [0.0236, -0.0246, -0.0285], [-0.0213, 0.0291, 0.0464], [-0.0401, 0.0461, 0.5015], [0.0668, 0.2194, -0.0144], [-0.0880, 0.1014, 0.0686], [0.0079, 0.0244, 0.0107], [-0.0630, -0.0474, -0.0345], [-0.1117, -0.0900, 0.4205], [0.0023, 0.0273, -0.0406], [-0.0021, -0.0156, -0.0224], [0.0557, 0.0190, 0.0086], [0.0062, 0.0048, -0.0153], [0.0194, -0.0045, 0.0250], [-0.0166, -0.0528, -0.0226], [0.0027, 0.0010, -0.0006], [-0.0113, -0.0107, 0.0038], [0.0449, 0.0341, -0.0452], [-0.1597, -0.0140, 0.0989], [0.0079, 0.0167, 0.0954], [0.1744, 0.1213, 0.0279], [-0.2368, -0.1818, -0.2368], [0.3720, 0.1699, -0.0395], [-0.1296, -0.0632, 0.0005], [-0.2337, -0.0436, 0.0786], [-0.1099, -0.2005, -0.0943], [0.0278, 0.0870, 0.0273], [0.0649, 0.0379, 0.1052], [0.0943, -0.0499, -0.1988], [-0.0277, 0.0353, 0.0655], [-0.0054, 0.0046, -0.0364], [0.0538, 0.0362, 0.0420], [0.0113, 0.0814, 0.0653], [-0.0273, -0.0058, 0.0143], [0.0136, 0.0286, -0.0201], [-0.0217, -0.0151, 0.0088], [0.0283, 0.0092, -0.0624], [-0.0959, 0.0236, 0.0214], [0.0131, -0.0282, 0.0034], [-0.0230, -0.0027, 0.0191], [0.1660, -0.0252, -0.0679], [0.1395, 0.0798, 0.1070], [-0.0117, -0.1127, 0.0578], [0.0380, 0.0189, 0.0363], [-0.0636, -0.0172, -0.0224], [0.0342, 0.0124, 0.0167], [-0.0214, 0.0303, -0.0349], [-0.0169, -0.0673, 0.0261], [-0.0091, -0.0055, 0.0018], [0.0037, -0.0071, 0.0049], [-0.0096, -0.0254, 0.0027], [0.0058, 0.0040, -0.0032], [-0.0013, 0.0086, 0.0036], [-0.0350, 0.0201, -0.0018], [0.0050, 0.0177, 0.0059], [0.0020, 0.0075, -0.0013], [-0.0065, 0.0043, -0.0024], [0.0115, -0.0042, 0.0059], [0.0147, 0.0324, 0.0023], [0.2510, -0.2254, -0.0630], [0.0980, -0.0669, 0.2545], [0.0700, 0.0336, -0.0606], [-0.0332, -0.0121, 0.0179], [0.0132, 0.0322, -0.0647], [-0.0205, -0.0265, 0.0384], [-0.0401, 0.0711, -0.1270], [-0.0253, 0.0176, -0.0139], [-0.0176, -0.0053, 0.0292], [0.0170, -0.0013, 0.0069], [0.0204, 0.0033, 0.0106], [0.0255, -0.1015, 0.0242], [0.3636, 0.5785, -0.1420], [-0.1249, -0.0792, 0.0239], [-0.0191, -0.1976, -0.0639], [0.1248, -0.0754, 0.0660], [-0.0111, 0.0721, -0.1238], [-0.5059, -0.0501, -0.4935]]}